This record from the OMol25 dataset describes C18H15ClN2O4 in the gas phase in a non-equilibrium geometry. The level of theory is ωB97M-V/def2-TZVPD.

Summary:
Energy relative to the best compared isomer or geometry (same formula, charge and spin): 313.5 kcal per mole
Orbital gap: 7.73 eV
HOMO: -0.3097 hartree
Spin multiplicity: 1
Structure (SMILES): CNc1c(NC(=O)COc2ccc(Cl)cc2)c(=O)oc2ccccc12

Cartesian coordinates (Å):
Cl: 6.21 1.86 -1.33
O: -0.49 -3.13 -0.17
O: -0.32 1.32 1.39
O: 1.97 -1.30 1.63
O: -2.37 1.82 0.76
N: -2.64 -1.95 -0.83
N: -0.39 -1.13 0.71
C: 3.04 -0.60 0.83
C: 0.21 -2.19 0.28
C: 5.07 -0.41 -0.75
C: -1.45 -0.36 0.34
C: -3.58 -2.34 -1.84
C: -5.20 0.03 -0.67
C: 4.04 -1.29 0.29
C: -4.54 2.57 0.02
C: -2.51 -0.63 -0.30
C: -3.51 1.58 0.02
C: -1.28 0.85 0.66
C: -6.14 1.10 -0.54
C: 5.07 0.83 -0.50
C: 1.47 -2.56 0.82
C: -3.74 0.06 -0.38
C: 3.01 0.84 0.76
C: -5.73 2.17 -0.26
C: 3.95 1.25 0.16
H: 3.92 2.47 0.25
H: 2.06 1.12 1.40
H: -4.12 -1.34 -2.38
H: 1.39 -3.43 1.68
H: -5.35 -1.00 -0.72
H: -6.61 2.94 -0.13
H: 4.23 -2.37 0.14
H: 2.09 -3.05 0.11
H: -7.11 0.61 -0.92
H: 5.87 -1.09 -1.14
H: 0.35 -0.29 1.20
H: -4.18 3.38 0.47
H: -4.48 -2.92 -1.32
H: -1.95 -2.55 -0.85
H: -3.05 -2.90 -2.59

Atomic partial charges in e from the Mulliken method, atoms 1 to 4: -0.1954 -0.8118 -0.7705 -0.5709

This record from the OMol25 dataset describes a molecular structure, C18H15ClPt in a non-equilibrium geometry. The level of theory is ωB97M-V/def2-TZVPD.

Summary:
<S²>: 2.01
Orbital gap (alpha / beta): 3.99 / 3.72 eV
HOMO (alpha / beta): 0.0366 / 0.0461 hartree
Spin multiplicity: 3
Charge: -2

Cartesian coordinates (Å):
Pt: -0.17 1.60 -0.69
Cl: 1.11 0.99 1.36
C: 0.08 -1.58 0.35
C: 0.84 -3.87 0.50
C: 2.14 1.60 -1.49
C: 1.65 2.92 -1.50
C: -0.03 -2.91 2.54
C: 0.10 -4.16 3.18
C: -2.02 1.76 0.78
C: 0.43 1.68 -2.99
C: 1.40 0.84 -2.40
C: -1.28 2.96 0.94
C: 0.60 2.97 -2.44
C: 0.28 -2.78 1.16
C: -1.36 3.68 -0.26
C: 0.56 -5.27 2.45
C: -2.16 2.93 -1.17
C: -2.57 1.76 -0.52
C: 0.97 -5.10 1.13
C: -0.08 -0.57 -0.32
H: 1.47 -0.22 -2.54
H: 2.88 1.21 -0.81
H: 1.36 -5.94 0.57
H: -0.33 1.38 -3.69
H: 0.02 3.85 -2.69
H: 1.18 -3.75 -0.52
H: -0.18 -4.31 4.22
H: -0.86 4.61 -0.47
H: -2.36 3.19 -2.19
H: -3.12 0.95 -0.97
H: -2.06 0.95 1.48
H: -0.41 -2.08 3.14
H: -0.69 3.22 1.80
H: 1.99 3.72 -0.87
H: 0.61 -6.25 2.91

Atomic partial charges in e from the Mulliken method, atoms 1 to 4: 0.8494 -0.7172 0.7352 -0.3965

This record from the OMol25 dataset describes C18H15F3N2O4 in the gas phase in a non-equilibrium geometry. The level of theory is ωB97M-V/def2-TZVPD.

Summary:
Energy relative to the best compared isomer or geometry (same formula, charge and spin): 0.0 kcal per mole
Orbital gap: 9.36 eV
HOMO: -0.3213 hartree
Spin multiplicity: 1
Structure (SMILES): O=C(NCCc1ccco1)c1cc(COc2cccc(C(F)(F)F)c2)on1

Cartesian coordinates (Å):
F: -6.97 1.37 -1.25
F: -8.00 0.08 0.12
F: -7.23 1.96 0.80
O: 0.93 2.14 -1.31
O: 0.14 -2.14 -0.13
O: -3.27 -1.90 -1.29
O: 5.02 -0.53 -0.02
N: 1.07 -1.17 -0.03
N: 2.57 1.10 -0.13
C: 5.55 0.72 -0.09
C: 5.83 -1.27 0.76
C: -3.31 -1.07 1.01
C: -5.01 -0.51 -0.59
C: -2.07 -2.59 -1.07
C: -0.91 -1.67 -0.83
C: 0.61 -0.11 -0.65
C: 6.70 0.77 0.63
C: 1.38 1.16 -0.74
C: -6.95 0.92 0.01
C: -3.97 -0.31 1.96
C: -5.14 0.35 1.66
C: 3.52 2.18 -0.17
C: -0.67 -0.38 -1.19
C: 4.82 1.76 -0.87
C: 6.89 -0.52 1.19
C: -3.82 -1.18 -0.28
C: -5.65 0.24 0.37
H: -1.90 -3.16 -1.99
H: 7.69 -0.85 1.81
H: 5.56 -2.29 0.92
H: -5.65 0.95 2.40
H: 5.47 2.62 -0.99
H: 3.75 2.51 0.85
H: 4.57 1.37 -1.86
H: -2.39 -1.57 1.29
H: 3.05 3.00 -0.71
H: -5.41 -0.60 -1.59
H: 2.87 0.21 0.25
H: -3.55 -0.23 2.95
H: 7.34 1.62 0.76
H: -2.16 -3.30 -0.23
H: -1.29 0.30 -1.74

Atomic partial charges in e from the Mulliken method, atoms 1 to 4: -0.2654 -0.2517 -0.2747 -0.6903

Number 1 is which compound? C18H15ClN2O4

Which formula does entry 1 have? C18H15ClN2O4

Please write out number 2 again, unchanged.
This record from the OMol25 dataset describes a molecular structure, C18H15ClPt in a non-equilibrium geometry. The level of theory is ωB97M-V/def2-TZVPD.

Summary:
<S²>: 2.01
Orbital gap (alpha / beta): 3.99 / 3.72 eV
HOMO (alpha / beta): 0.0366 / 0.0461 hartree
Spin multiplicity: 3
Charge: -2

Cartesian coordinates (Å):
Pt: -0.17 1.60 -0.69
Cl: 1.11 0.99 1.36
C: 0.08 -1.58 0.35
C: 0.84 -3.87 0.50
C: 2.14 1.60 -1.49
C: 1.65 2.92 -1.50
C: -0.03 -2.91 2.54
C: 0.10 -4.16 3.18
C: -2.02 1.76 0.78
C: 0.43 1.68 -2.99
C: 1.40 0.84 -2.40
C: -1.28 2.96 0.94
C: 0.60 2.97 -2.44
C: 0.28 -2.78 1.16
C: -1.36 3.68 -0.26
C: 0.56 -5.27 2.45
C: -2.16 2.93 -1.17
C: -2.57 1.76 -0.52
C: 0.97 -5.10 1.13
C: -0.08 -0.57 -0.32
H: 1.47 -0.22 -2.54
H: 2.88 1.21 -0.81
H: 1.36 -5.94 0.57
H: -0.33 1.38 -3.69
H: 0.02 3.85 -2.69
H: 1.18 -3.75 -0.52
H: -0.18 -4.31 4.22
H: -0.86 4.61 -0.47
H: -2.36 3.19 -2.19
H: -3.12 0.95 -0.97
H: -2.06 0.95 1.48
H: -0.41 -2.08 3.14
H: -0.69 3.22 1.80
H: 1.99 3.72 -0.87
H: 0.61 -6.25 2.91

Atomic partial charges in e from the Mulliken method, atoms 1 to 4: 0.8494 -0.7172 0.7352 -0.3965